# 1
Entry from the OMol25 dataset: 2 unconnected molecules or ions with the total composition C5H15N2 in a non-equilibrium geometry (wB97M-V/def2-TZVPD).

Output
calculated total energy: -8390.310 eV
charge: +2
HOMO level (spin up / spin down): -19.40 / -20.45 eV
spin multiplicity: 2
frontier orbital gap (spin up / spin down): 11.7 / 9.0 eV
maximum force: 1.60 eV Å⁻¹
energy relative to the best compared isomer or geometry (same formula, charge and spin): 0.0 kJ/mol
LUMO (spin up / spin down): -7.7 / -11.4 eV

```
22
Properties=species:S:1:pos:R:3:forces:R:3:mulliken_spin:R:1
C -2.39127 -0.51525 1.16894 0.8 0.7 0.7 0.00
C -2.04421 0.94284 0.90453 0.2 -0.2 -0.5 0.00
N -0.60952 1.22602 1.33504 0.1 -0.6 0.7 0.01
H -3.41790 -0.69166 0.86666 0.0 -0.3 -0.1 0.00
H -1.66240 -1.15895 0.67247 -0.4 -0.2 -0.3 0.00
H -2.27540 -0.70753 2.23895 -0.4 -0.1 0.0 0.00
H -2.05328 1.15222 -0.16412 -0.3 0.3 0.1 0.00
H -2.67058 1.63695 1.45779 0.0 0.1 -0.1 0.00
H -0.53164 1.03935 2.34156 0.0 0.2 0.0 0.00
H -0.29651 2.18717 1.18080 -0.1 0.0 -0.1 0.00
H 0.05456 0.55996 0.90353 -0.4 0.5 0.0 0.00
C 1.85529 0.71524 -1.65566 -0.4 -0.1 0.4 0.02
C 1.37557 -0.51202 -0.93378 0.3 0.9 -0.7 0.12
C 1.81174 -0.82116 0.37664 0.0 -0.7 -0.3 0.54
N 0.54537 -1.31434 -1.57482 1.3 -0.9 0.2 0.28
H 1.04705 1.44898 -1.73890 0.0 0.0 -0.1 0.00
H 2.14354 0.43179 -2.66742 0.2 0.2 0.0 0.00
H 2.66549 1.19222 -1.11299 0.2 -0.1 -0.2 0.00
H 1.48987 -1.75416 0.82680 0.0 0.1 0.2 0.02
H 2.56518 -0.22382 0.87210 0.0 0.1 0.0 0.02
H 0.44941 -1.21554 -2.58314 -0.3 0.2 0.1 -0.01
H 0.55024 -2.28350 -1.25620 -0.7 0.1 0.0 -0.01
```
Forces are in eV/Å.

# 2
Entry from the OMol25 dataset: a single C11H17N5O4 molecule in a non-equilibrium geometry (wB97M-V/def2-TZVPD).

Output
calculated total energy: -27323.198 eV
charge: 0
HOMO level: -8.31 eV
spin multiplicity: 1
frontier orbital gap: 8.6 eV
maximum force: 3.77 eV Å⁻¹
energy relative to the best compared isomer or geometry (same formula, charge and spin): 248.5 kJ/mol
LUMO: 0.3 eV

```
37
Properties=species:S:1:pos:R:3:forces:R:3:nbo_charge:R:1
N -3.56244 -2.11825 -0.39217 -0.3 -2.7 2.6 -0.83
C -3.13736 -0.93106 0.16133 0.1 -1.4 -0.3 0.69
O -3.13605 0.07667 -0.51431 0.0 0.3 0.7 -0.61
C -2.60535 -1.15088 1.61288 -0.9 1.4 -0.7 -0.53
C -1.95240 0.05408 2.29039 0.1 0.3 0.7 -0.40
C -0.48229 0.40365 1.76372 -1.5 -0.4 0.2 -0.14
N -0.60182 0.99851 0.44622 -0.2 -0.6 1.0 -0.67
C 0.14803 1.68375 -0.45222 2.5 -0.4 0.4 0.68
O -0.29719 1.94961 -1.53454 -0.6 0.6 -0.9 -0.60
C 1.62944 1.96013 -0.10730 -0.6 0.1 -1.4 -0.13
N 1.83590 2.18932 1.29175 -0.6 -1.2 2.2 -0.81
C 2.45328 0.66885 -0.55091 -2.1 -0.5 1.4 -0.41
C 2.34667 0.23714 -1.98861 -0.1 0.8 0.9 0.07
C 1.37992 -0.61276 -2.48397 0.8 -1.1 1.1 -0.09
N 1.63076 -0.65749 -3.81993 -0.6 1.1 -2.1 -0.55
C 2.61404 0.29265 -4.08631 1.1 -0.9 -0.6 0.17
N 3.13854 0.82514 -3.00547 -2.0 -1.5 0.4 -0.43
C 0.27168 -0.98194 1.88925 0.6 2.2 -0.5 0.78
O 0.18512 -2.00835 1.28801 -0.5 -0.2 -0.2 -0.58
O 1.19303 -0.77228 2.83999 0.0 -0.4 1.1 -0.69
H -3.74704 -2.99950 0.19330 0.8 2.3 -0.9 0.39
H -4.06210 -2.22009 -1.23444 -0.3 0.8 -1.2 0.40
H -3.46103 -1.42515 2.21478 -0.4 -0.1 0.1 0.23
H -1.96427 -1.98986 1.60625 0.6 -0.9 -0.2 0.25
H -1.89380 -0.15978 3.40061 0.2 0.1 -1.2 0.22
H -2.69593 0.88773 2.23190 1.1 -0.2 -0.2 0.24
H -0.00707 1.09448 2.48537 -0.4 -0.6 -0.4 0.23
H -1.47535 0.83683 0.01812 -1.4 -0.3 -0.4 0.43
H 1.87632 2.89652 -0.65226 0.2 -0.8 0.0 0.22
H 1.73705 1.25220 1.77607 0.7 1.6 -0.6 0.35
H 1.04606 2.73468 1.70635 1.0 -0.3 -0.7 0.35
H 1.96289 -0.11773 0.13811 0.6 0.7 -1.3 0.19
H 3.43538 0.72323 -0.13329 0.9 0.4 -0.2 0.24
H 0.76419 -1.44567 -2.02638 0.6 1.7 -0.3 0.23
H 0.88031 -0.84827 -4.51031 1.1 -0.1 0.7 0.42
H 3.12771 0.30580 -5.07201 -0.9 0.4 0.7 0.19
H 1.42515 -1.63193 3.21004 0.6 -0.2 -0.1 0.50
```
Forces are in eV/Å.

# 3
Entry from the OMol25 dataset: a single C2H3N3O2 molecule in a non-equilibrium geometry (wB97M-V/def2-TZVPD).

Output
calculated total energy: -10683.493 eV
charge: 0
HOMO level: -9.82 eV
spin multiplicity: 1
frontier orbital gap: 10.3 eV
maximum force: 5.21 eV Å⁻¹
energy relative to the best compared isomer or geometry (same formula, charge and spin): 478.9 kJ/mol
LUMO: 0.5 eV

```
10
Properties=species:S:1:pos:R:3:forces:R:3:nbo_charge:R:1
N -0.75438 1.03134 -1.17821 -2.4 3.5 0.1 -0.64
N -0.25244 -0.00089 -0.53803 -0.4 -0.8 -1.8 -0.02
O 1.04093 -0.19969 -0.97434 0.9 0.9 -1.5 -0.15
N 1.77805 -0.62906 0.01928 -1.2 -1.7 2.4 -0.03
C 0.94091 -0.90233 1.00000 3.4 -0.3 1.3 -0.15
C -0.42217 -0.45583 0.72352 4.3 -0.4 -1.4 0.56
O -1.34452 -0.37618 1.41693 -4.4 0.4 2.7 -0.56
H -0.95439 1.86988 -0.52682 0.3 -1.9 -1.7 0.38
H -1.44872 0.86451 -1.93323 0.6 0.0 1.3 0.39
H 1.41673 -1.20175 1.99091 -1.1 0.3 -1.5 0.23
```
Forces are in eV/Å.

# 4
Entry from the OMol25 dataset: a molecular structure, C10H12Cl3N8O2V (wB97M-V/def2-TZVPD).

Output
calculated total energy: -89837.633 eV
charge: -1
HOMO level (spin up / spin down): -4.74 / -4.17 eV
spin multiplicity: 2
frontier orbital gap (spin up / spin down): 7.0 / 6.4 eV
maximum force: 0.27 eV Å⁻¹
energy relative to the best compared isomer or geometry (same formula, charge and spin): 0.0 kJ/mol
LUMO (spin up / spin down): 2.3 / 2.3 eV

```
36
Properties=species:S:1:pos:R:3:forces:R:3:mulliken_spin:R:1
V -1.66348 -0.65892 0.02585 -0.2 -0.1 -0.1 1.01
N -2.38502 0.49626 1.49795 -0.1 0.1 0.1 0.00
C -2.79387 1.14307 2.38431 0.1 -0.1 0.1 -0.01
N -3.11929 1.91808 3.34879 -0.1 0.0 -0.1 0.00
C -4.17879 1.64941 4.10015 0.0 0.0 0.0 0.00
N -5.07865 1.49945 4.81310 0.0 0.0 0.0 0.00
Cl -3.79081 -3.83492 -2.60292 0.0 0.0 0.0 0.00
C -3.03226 -2.53755 -1.73029 0.1 0.0 0.1 0.02
Cl -1.24033 -2.60120 -1.89699 -0.1 0.0 -0.1 0.00
Cl -3.37108 -2.64581 0.03230 0.0 0.0 -0.1 0.00
C -3.47231 -1.09015 -2.18740 0.1 0.2 -0.2 -0.01
O -4.26598 -0.98632 -3.08880 0.0 0.0 0.1 0.00
O -2.85967 -0.18706 -1.52271 0.1 -0.1 0.0 -0.01
N -0.15127 -1.65739 0.97249 0.1 0.0 0.1 -0.05
C 0.73478 -2.18311 1.52859 0.0 0.0 -0.1 0.05
N 1.79607 -2.63836 2.06512 0.0 0.0 0.0 0.01
C 1.82975 -3.77572 2.74076 0.0 0.0 0.0 0.00
N 1.96211 -4.75491 3.34324 0.0 0.0 0.0 0.00
C 2.64286 0.54926 0.33016 0.0 0.0 0.0 0.00
C 2.12509 1.24943 -0.93095 0.0 0.0 0.0 0.00
C 3.04296 0.92493 -2.10495 0.0 0.0 0.0 0.00
C 2.07003 2.75905 -0.71905 0.0 0.0 0.0 0.00
N 0.78844 0.77900 -1.34271 -0.1 -0.1 0.0 -0.01
N -0.23812 0.93567 -0.35578 0.1 0.1 0.0 -0.01
H 3.65476 0.88612 0.56201 0.0 0.0 0.0 0.00
H 2.66705 -0.53393 0.19584 0.0 0.0 0.0 0.00
H 2.03331 0.75526 1.21303 0.0 0.0 0.0 0.00
H 4.05849 1.26706 -1.90095 0.0 0.0 0.0 0.00
H 2.68146 1.40681 -3.01367 0.0 0.0 0.0 0.00
H 3.08189 -0.15309 -2.27953 0.0 0.0 0.0 0.00
H 3.06924 3.14337 -0.50807 0.0 0.0 0.0 0.00
H 1.43227 3.02687 0.12548 0.0 0.0 0.0 0.00
H 1.68636 3.25469 -1.61210 0.0 0.0 0.0 0.00
H 0.83528 -0.21798 -1.52719 0.0 0.0 0.0 0.00
H -0.71416 1.81365 -0.53431 0.0 0.0 0.0 0.01
H 0.16290 0.99894 0.57923 0.0 0.0 0.0 0.00
```
Forces are in eV/Å.